{
  "formula": "C4H13NO2",
  "method": "ωB97M-V/def2-TZVPD",
  "elements": ["C", "N", "C", "C", "C", "H", "H", "H", "H", "H", "H", "H", "H", "H", "H", "H", "O", "H", "H", "O"],
  "xyz": [[-0.555, 1.687, 1.525], [0.333, -1.054, 0.661], [1.192, 0.126, 0.343], [0.639, 1.291, 0.574], [2.607, -0.154, -0.006], [-1.400, 0.911, 1.431], [-0.467, 1.665, 2.631], [-0.559, 2.727, 1.266], [-0.424, -0.970, 1.248], [0.792, -1.936, 0.711], [1.301, 2.113, 0.187], [2.483, -0.957, -0.823], [3.321, -0.487, 0.811], [3.186, 0.825, -0.313], [-0.541, -2.216, -2.685], [-0.541, -2.196, -1.170], [-0.939, -2.569, -1.917], [-1.872, 1.433, -0.293], [-2.337, 0.162, -0.937], [-2.633, 1.144, -0.746]],
  "mulliken_charge": [-2.452, -0.214, 0.377, 0.370, -2.471, 0.459, 0.456, 0.636, 0.146, 0.282, 0.131, 0.279, 0.551, 0.551, 0.296, 0.339, -0.739, 0.375, 0.388, -0.760],
  "homo_ev": [1.4, -4.4],
  "total_charge": -1,
  "lumo_energy_ev": [3.5, 3.6],
  "relative_energy_kcal_mol": 57.2,
  "s2": 0.75,
  "spin_multiplicity": 2
}